1.
The following is a DFT calculation (wB97M-V/def2-TZVPD) of a molecular structure, C31H52N9O4OsP.

- LUMO energy (alpha / beta): -6.16 / -6.88 eV
- Multiplicity: 5
- Total energy: -2437.4279 hartree
- Expectation value of S²: 6.0301
- Relative energy (zero: lowest compared OMol25 entry of this formula, charge and spin): 1.0304 eV
- Total charge: +2
- M: 836.0 g/mol
- Largest force on an atom: 5.275 eV/A

The geometry in XYZ format:
```
98
Properties=species:S:1:pos:R:3:forces:R:3
Os -0.019 0.898 -0.033 1.0 -4.9 -1.8
C 2.957 -2.857 -2.545 -0.1 1.4 0.1
O 1.792 -2.459 -1.748 0.7 0.2 0.1
C 1.598 -1.282 -1.157 -2.8 -1.9 -0.9
O 0.458 -1.183 -0.609 3.2 0.1 -0.6
N 2.479 -0.297 -1.355 0.1 0.5 0.7
N 2.212 0.934 -0.624 2.2 -1.2 -0.7
H 2.815 -3.903 -2.697 0.0 -0.6 -0.2
H 3.898 -2.672 -2.025 -0.1 -0.1 0.3
H 3.003 -2.314 -3.504 -0.4 -0.2 0.3
H 3.342 -0.579 -1.833 -0.1 1.0 0.6
H 2.399 1.738 -1.237 0.0 -0.4 0.4
H 2.822 0.991 0.227 -0.7 0.0 -1.0
C 0.519 2.475 -3.624 -0.2 0.9 0.1
C -0.425 1.392 -3.325 -1.7 -1.7 -0.8
N -0.517 0.663 -2.210 -1.0 -0.1 -0.7
C -1.509 -0.344 -2.456 0.7 0.3 -0.1
C -2.012 -0.203 -3.704 0.5 1.3 -0.2
N -1.333 0.900 -4.261 0.5 -0.7 1.1
C -1.543 1.339 -5.629 -0.2 0.8 -1.6
N -1.625 0.291 -6.644 0.1 -2.2 -0.1
N -2.721 0.230 -7.501 0.2 -2.3 0.2
N -2.784 -0.977 -8.039 0.2 2.4 1.3
C -1.741 -1.731 -7.539 0.3 -0.7 -0.5
C -1.334 -3.056 -7.882 0.5 0.2 0.8
C -0.070 -3.472 -7.465 -0.6 0.4 -0.1
C 0.722 -2.610 -6.641 0.8 -1.3 -0.7
C 0.322 -1.359 -6.290 -0.6 1.1 1.1
C -0.967 -0.963 -6.697 0.1 1.6 -0.2
H -0.014 3.433 -3.812 0.4 -0.5 0.1
H 1.118 2.235 -4.498 0.0 0.0 -0.2
H 1.196 2.600 -2.786 -0.1 0.2 0.1
H -1.678 -1.173 -1.777 0.0 0.5 0.0
H -2.815 -0.673 -4.273 0.5 -0.1 0.4
H -0.720 2.010 -5.948 -0.5 -0.1 0.6
H -2.532 1.828 -5.707 0.6 0.2 0.0
H -2.045 -3.729 -8.332 0.1 0.0 -0.6
H 0.366 -4.435 -7.802 -0.6 0.7 0.5
H 1.704 -3.019 -6.357 -0.4 0.5 -0.1
H 0.898 -0.640 -5.686 0.0 -0.7 -0.3
C -1.799 4.116 -0.981 -0.5 -0.2 -0.8
C -1.538 3.379 0.296 0.6 -0.6 1.6
C -2.597 3.649 1.353 -0.4 -1.0 1.0
C -3.358 2.527 1.530 -0.1 0.8 -0.2
C -2.774 1.441 0.746 2.0 2.0 -0.5
C -3.233 0.084 0.504 -1.9 -1.0 1.1
N -1.622 1.862 0.202 -4.5 2.1 1.0
H -2.139 5.094 -0.709 0.0 0.7 0.1
H -2.634 3.685 -1.535 0.2 -0.2 -0.2
H -0.882 4.227 -1.571 -0.3 -0.3 0.1
H -2.590 4.532 2.018 -0.3 -0.3 -1.0
H -4.227 2.383 2.191 0.6 0.2 -0.4
H -3.457 -0.029 -0.554 0.2 -0.1 -0.2
H -4.192 -0.117 1.041 0.7 0.3 -0.4
H -2.556 -0.696 0.857 0.3 0.2 -0.3
O 0.744 2.721 0.060 -0.7 4.6 0.8
O -0.266 3.749 0.785 1.5 -2.1 -0.7
C -0.736 -2.515 2.329 -0.4 0.0 -0.6
C -0.587 -1.690 3.612 -0.1 0.8 -0.7
C -1.986 -1.070 3.886 0.8 0.5 -0.7
C -0.160 -2.501 4.829 -0.6 0.3 1.0
P 0.658 -0.286 3.170 -1.2 0.6 0.3
N 0.424 0.249 1.610 0.4 -0.5 3.4
C 2.381 -1.046 3.492 0.4 -0.3 -0.9
C 2.573 -2.433 2.792 -0.3 -0.4 0.3
C 3.460 -0.211 2.791 0.7 1.2 -1.2
C 2.761 -1.135 4.985 0.5 0.1 0.2
C 0.340 1.208 4.377 0.4 0.3 -0.2
C 1.561 2.139 4.179 0.4 -0.1 0.7
C 0.215 0.905 5.902 0.3 0.1 -0.7
C -0.921 2.023 3.959 0.9 0.2 -0.4
H -1.728 -3.015 2.371 0.8 0.0 -0.1
H 0.074 -3.240 2.192 -0.4 0.0 0.0
H -0.729 -1.850 1.429 -0.1 -0.6 0.7
H -2.730 -1.849 3.920 -0.2 -0.4 0.3
H -2.284 -0.424 3.043 0.1 -0.1 0.4
H -1.981 -0.501 4.806 -0.3 0.1 0.1
H -0.878 -3.305 5.017 -0.3 0.1 -0.2
H -0.169 -1.885 5.762 0.1 -0.4 -0.7
H 0.780 -3.016 4.768 0.5 0.0 -0.3
H 2.567 -2.356 1.702 -0.3 0.2 0.0
H 1.901 -3.256 3.077 0.1 0.5 0.0
H 3.586 -2.772 3.036 -0.1 0.1 0.1
H 3.106 0.286 1.845 -0.1 -0.3 1.0
H 4.273 -0.851 2.384 -0.3 0.3 0.8
H 3.897 0.589 3.417 -0.2 -0.5 -0.3
H 2.192 -1.837 5.587 0.0 -0.1 -0.2
H 2.718 -0.184 5.504 -0.1 0.2 -0.2
H 3.831 -1.402 5.065 -0.4 -0.2 -0.3
H 2.449 1.692 4.679 -0.5 0.4 -0.5
H 1.380 3.105 4.683 0.0 -0.4 -0.2
H 1.791 2.359 3.133 -0.1 -0.1 0.0
H 1.104 0.460 6.360 -0.4 -0.1 -0.2
H -0.668 0.316 6.095 -0.1 -0.2 0.3
H 0.083 1.875 6.385 -0.1 0.0 0.0
H -0.765 2.485 2.965 -0.1 -0.3 0.5
H -1.036 2.837 4.690 0.1 -0.2 -0.2
H -1.842 1.467 3.962 -0.3 -0.2 0.0
```
Positions in Å, forces in eV/Å.

---

2.
The following is a DFT calculation (wB97M-V/def2-TZVPD) of 3 unconnected molecules or ions with the total composition C31H53N3O4S3.

- LUMO energy: -1.17 eV
- Total energy: -2872.2220 hartree
- SMILES: C#CCCCc1cc(CCCCN(CCCC)C(=S)SCCC)cc2nsnc12.COCCOC.COCCOC
- M: 628.0 g/mol
- Largest force on an atom: 6.152 eV/A

The geometry in XYZ format:
```
94
Properties=species:S:1:pos:R:3:forces:R:3
C -5.879 2.222 1.475 -0.3 -1.4 -5.4
C -5.826 2.052 0.187 0.2 -0.6 4.9
C -5.650 1.527 -1.342 -1.3 1.0 1.2
C -4.698 2.473 -2.244 -0.6 -0.7 0.1
C -3.610 1.553 -3.021 1.4 1.5 0.0
C -2.103 1.975 -2.575 2.5 0.3 -1.5
C -0.983 2.126 -3.653 0.1 0.5 4.5
C 0.500 2.546 -3.177 -1.7 0.4 3.6
C 1.704 2.674 -4.271 -1.4 -0.4 0.3
C 2.170 1.168 -4.682 0.1 -0.3 0.4
C 3.496 0.666 -3.862 -1.2 0.3 -0.7
C 3.066 0.511 -2.310 -0.3 1.6 -1.7
N 3.834 -0.533 -1.549 -1.4 1.8 2.5
C 2.955 -1.741 -1.446 0.6 -2.1 -1.2
C 2.731 -2.501 -2.883 -1.3 0.2 1.1
C 1.566 -3.619 -2.582 0.7 0.3 0.2
C 1.990 -4.697 -1.461 -1.2 -0.5 0.0
C 4.063 0.043 -0.188 -1.0 -0.7 1.3
S 3.285 -0.533 1.216 1.2 0.7 -2.2
S 5.214 1.505 0.105 -1.6 -0.6 -0.4
C 4.202 2.545 1.320 -1.3 0.2 0.0
C 4.710 4.074 1.416 -1.1 -0.2 0.5
C 4.420 4.566 2.939 -0.1 0.7 0.3
C 0.730 2.816 -1.662 -0.7 -0.3 -1.9
C -0.342 2.681 -0.513 0.3 -0.2 -1.7
N -0.131 2.893 0.929 -3.6 -1.5 -4.8
S -1.702 2.525 1.549 0.8 -0.3 -4.2
N -2.601 2.130 0.133 3.0 0.6 -1.7
C -1.766 2.234 -1.057 1.3 0.6 3.3
H -6.077 2.172 2.610 0.5 0.4 -2.7
H -6.717 1.578 -1.795 1.7 -0.2 0.9
H -5.348 0.408 -1.346 -0.3 2.0 0.3
H -5.376 3.011 -3.012 1.2 -0.9 1.2
H -4.243 3.275 -1.565 -0.4 -1.3 -1.2
H -3.677 1.793 -4.157 0.2 -0.7 2.0
H -3.742 0.426 -2.835 0.0 1.8 -0.3
H -1.128 1.952 -4.786 -0.1 0.3 2.2
H 1.239 3.227 -5.181 0.9 -1.0 1.5
H 2.574 3.319 -3.879 -1.4 -1.1 -0.4
H 1.294 0.461 -4.383 1.5 1.1 -0.7
H 2.353 1.043 -5.818 -0.3 0.4 1.9
H 3.793 -0.340 -4.361 -0.2 1.8 1.1
H 4.296 1.489 -4.016 -1.0 -1.6 0.4
H 1.921 0.297 -2.314 2.0 0.1 0.3
H 3.167 1.572 -1.844 0.0 -2.1 -0.6
H 3.533 -2.516 -0.799 -1.3 1.5 -0.9
H 1.895 -1.529 -1.049 1.8 -0.1 -0.2
H 3.714 -2.978 -3.244 -1.6 0.7 0.4
H 2.261 -1.796 -3.677 1.1 -1.1 1.3
H 1.327 -4.110 -3.591 0.3 0.4 1.6
H 0.597 -3.094 -2.208 1.7 -0.7 -0.7
H 2.815 -5.401 -1.849 -1.1 1.2 0.7
H 1.045 -5.355 -1.241 1.8 1.1 -0.4
H 2.264 -4.224 -0.434 -0.3 -0.7 -2.0
H 4.124 2.055 2.353 0.5 0.6 -1.7
H 3.116 2.564 0.896 1.9 -0.2 0.8
H 5.800 4.196 1.086 -1.6 -0.1 0.6
H 4.010 4.701 0.741 1.5 -1.0 0.9
H 3.621 3.916 3.479 1.5 1.0 -1.1
H 3.991 5.647 2.967 0.8 -1.8 -0.2
H 5.370 4.592 3.591 -1.5 -0.3 -1.1
H 1.797 3.143 -1.339 -2.1 -0.6 -0.7
C -2.110 3.797 4.858 0.1 -0.2 0.0
O -0.803 3.398 5.251 -0.2 0.4 0.0
C 0.035 4.514 5.550 0.2 -0.5 0.2
C 0.180 4.710 7.055 -0.2 0.5 -0.2
O -1.052 5.119 7.647 0.1 -0.4 -0.1
C -1.709 4.052 8.318 0.0 0.1 0.0
H -2.746 2.910 4.837 0.1 0.0 0.0
H -2.543 4.518 5.556 0.1 0.0 0.0
H -2.079 4.228 3.852 -0.1 0.1 0.1
H -0.338 5.425 5.068 0.0 0.0 0.1
H 1.020 4.291 5.128 0.0 0.0 0.0
H 0.902 5.514 7.236 0.0 0.0 0.0
H 0.562 3.802 7.534 -0.1 0.0 -0.1
H -1.178 3.812 9.244 0.0 -0.1 0.0
H -1.776 3.160 7.689 0.0 0.0 0.0
H -2.720 4.377 8.569 0.1 0.1 0.0
C -3.410 -8.981 0.168 -0.1 -0.2 -0.1
O -3.437 -8.802 -1.243 0.2 0.3 0.3
C -3.319 -7.429 -1.614 0.1 -0.4 -0.4
C -1.910 -7.106 -2.099 -0.1 0.4 0.5
O -0.962 -7.190 -1.035 -0.1 -0.4 -0.2
C -0.203 -8.392 -1.085 0.0 0.1 0.1
H -3.305 -10.048 0.373 0.0 0.1 -0.1
H -2.570 -8.454 0.629 0.0 0.0 0.0
H -4.351 -8.632 0.604 0.1 0.0 0.1
H -3.611 -6.772 -0.788 0.1 0.0 0.0
H -4.021 -7.263 -2.439 0.0 0.1 0.0
H -1.891 -6.071 -2.460 0.0 0.0 0.0
H -1.622 -7.756 -2.932 -0.1 0.0 0.1
H 0.511 -8.345 -1.912 0.0 -0.1 0.0
H -0.845 -9.270 -1.200 0.0 0.1 0.0
H 0.350 -8.486 -0.149 0.0 0.1 -0.1
```
Positions in Å, forces in eV/Å.

---

3.
The following is a DFT calculation (wB97M-V/def2-TZVPD) of a molecular structure, C31H54BF2N6PPdS.

- LUMO energy: -5.39 eV
- Total energy: -2633.8985 hartree
- Relative energy (zero: lowest compared OMol25 entry of this formula, charge and spin): 0.0000 eV
- Total charge: +2
- M: 729.1 g/mol
- Largest force on an atom: 0.526 eV/A

The geometry in XYZ format:
```
97
Properties=species:S:1:pos:R:3:forces:R:3
Pd -0.197 0.161 -1.025 0.0 -0.3 -0.4
N -5.629 0.612 -2.972 0.0 0.0 0.0
C -4.791 0.883 -1.945 0.1 0.0 0.0
C -3.402 0.653 -2.034 0.0 0.0 0.0
N -2.593 0.894 -1.013 0.2 0.0 0.2
C -3.136 1.387 0.104 -0.1 0.0 0.0
C -4.502 1.612 0.183 0.0 0.0 0.0
N -5.327 1.362 -0.822 0.0 0.0 0.0
H -5.288 0.370 -3.883 0.0 0.0 0.0
H -6.599 0.856 -2.870 0.0 0.0 0.0
H -2.953 0.286 -2.953 0.0 0.0 0.0
H -2.481 1.594 0.934 0.0 0.0 0.0
H -4.942 2.009 1.090 0.0 0.0 0.0
N 0.832 4.906 -3.635 0.0 0.0 0.0
C -0.628 4.654 -3.352 0.0 0.0 0.0
C -0.808 3.190 -2.963 0.0 0.0 0.0
N 0.046 2.770 -1.866 0.0 0.1 -0.1
C 1.448 3.072 -2.113 0.0 0.0 0.0
C 1.700 4.533 -2.457 0.0 0.0 0.0
H 0.979 5.883 -3.890 0.0 0.0 0.0
H 1.117 4.348 -4.443 0.0 0.0 0.0
H -1.191 4.924 -4.244 0.0 0.0 0.0
H -0.900 5.326 -2.538 0.0 0.0 0.0
H -0.591 2.556 -3.831 0.0 0.0 0.0
H -1.852 3.020 -2.703 0.0 0.0 0.0
H -0.269 3.154 -0.982 0.0 0.0 0.0
H 1.802 2.432 -2.928 0.0 0.0 0.0
H 2.040 2.802 -1.243 0.0 0.0 0.0
H 2.735 4.729 -2.733 0.0 0.0 0.0
H 1.411 5.200 -1.645 0.0 0.0 0.0
F 1.577 -2.063 -1.960 0.0 0.0 0.0
B 1.266 -0.755 -2.124 0.1 0.0 0.3
F 2.295 0.014 -2.563 0.0 0.0 0.0
C -1.072 1.273 4.668 0.0 0.0 0.0
C -0.238 2.254 3.828 0.0 0.0 0.0
C 0.026 1.721 2.411 0.0 -0.1 0.0
C 0.164 0.195 2.447 0.1 0.0 0.0
C -1.197 -0.427 2.818 0.0 0.0 0.0
C -2.005 0.476 3.765 0.0 0.1 0.0
P 0.859 -0.535 0.897 0.0 0.1 0.4
C 0.689 -2.372 1.083 0.0 0.0 0.0
C -0.692 -2.903 0.691 0.0 0.0 0.0
C -0.591 -4.392 0.343 0.0 0.0 0.0
C 0.366 -5.128 1.301 0.0 0.0 0.0
C 0.461 -4.383 2.628 0.0 0.0 0.0
C 1.123 -3.012 2.422 0.1 0.1 0.0
C 2.701 -0.292 1.014 0.0 0.0 0.0
C 3.196 1.023 0.383 -0.1 0.0 0.0
C 4.657 1.265 0.752 0.0 0.0 0.0
C 4.795 1.573 2.250 0.0 0.0 0.0
C 3.709 0.856 3.063 0.0 0.0 0.0
C 3.332 -0.476 2.420 0.0 0.0 0.0
H -1.633 1.812 5.431 0.0 0.0 0.0
H -0.416 0.582 5.203 0.0 0.0 0.0
H 0.718 2.439 4.324 0.0 0.0 0.0
H -0.742 3.221 3.764 0.0 0.0 0.0
H 0.912 2.203 2.001 0.1 0.0 -0.1
H -0.798 1.979 1.734 0.1 0.0 0.1
H 0.875 -0.051 3.242 0.0 0.0 0.0
H -1.024 -1.387 3.309 0.0 0.0 0.0
H -1.778 -0.646 1.916 0.0 0.1 0.0
H -2.703 -0.130 4.344 0.0 0.0 0.0
H -2.621 1.184 3.199 0.0 0.0 -0.1
H 1.375 -2.714 0.301 0.0 0.0 0.0
H -1.075 -2.326 -0.150 0.0 0.0 0.0
H -1.398 -2.756 1.509 0.0 -0.1 0.0
H -0.235 -4.505 -0.688 0.0 0.0 0.0
H -1.586 -4.844 0.391 0.0 0.0 0.0
H 1.365 -5.189 0.859 0.0 0.0 0.0
H 0.035 -6.156 1.450 0.0 0.0 0.0
H 1.034 -4.953 3.359 0.0 0.0 0.0
H -0.540 -4.264 3.051 0.0 0.0 0.0
H 2.206 -3.142 2.419 0.0 0.0 0.0
H 0.886 -2.366 3.270 0.0 0.0 0.0
H 3.072 -1.096 0.367 0.0 0.0 0.0
H 2.599 1.871 0.736 -0.1 0.0 0.0
H 3.073 0.968 -0.695 0.0 0.0 -0.1
H 5.077 2.077 0.155 0.0 0.0 0.0
H 5.233 0.372 0.492 0.0 0.0 0.0
H 4.729 2.650 2.419 0.0 0.0 0.0
H 5.783 1.269 2.598 0.0 0.0 0.0
H 2.819 1.487 3.142 0.0 0.0 0.0
H 4.048 0.690 4.086 0.0 0.0 0.0
H 2.683 -1.037 3.087 0.0 0.0 0.0
H 4.237 -1.080 2.314 0.0 0.0 0.0
S -0.327 -0.506 -3.412 -0.1 0.1 -0.3
C -0.934 -2.144 -3.425 -0.1 0.1 0.1
N -1.900 -2.479 -2.546 0.1 -0.1 0.0
C -2.471 -3.696 -2.483 0.0 0.0 0.0
C -2.080 -4.674 -3.357 0.0 0.0 0.0
C -1.076 -4.377 -4.279 0.0 0.0 0.0
C -0.505 -3.117 -4.316 0.0 0.0 0.0
H -2.155 -1.767 -1.865 0.0 0.0 0.0
H -3.223 -3.833 -1.719 0.0 0.0 0.0
H -2.538 -5.650 -3.311 0.0 0.0 0.0
H -0.734 -5.137 -4.969 0.0 0.0 0.0
H 0.276 -2.871 -5.020 0.0 0.0 0.0
```
Positions in Å, forces in eV/Å.